{"formula": "C31H25Cl4F5", "method": "ωB97M-V/def2-TZVPD", "elements": ["F", "C", "C", "C", "C", "C", "C", "H", "H", "H", "H", "H", "F", "C", "C", "C", "C", "C", "C", "H", "H", "H", "H", "H", "F", "C", "C", "C", "C", "C", "C", "H", "H", "H", "H", "H", "F", "C", "C", "C", "C", "C", "C", "H", "H", "H", "H", "H", "F", "C", "C", "C", "C", "C", "C", "H", "H", "H", "H", "H", "C", "Cl", "Cl", "Cl", "Cl"], "positions_angstrom": [[3.044, -21.147, 7.197], [2.870, -20.723, 8.475], [2.128, -19.582, 8.761], [1.907, -19.267, 10.099], [2.529, -20.000, 11.112], [3.281, -21.130, 10.793], [3.473, -21.496, 9.486], [1.716, -19.009, 7.944], [1.361, -18.404, 10.450], [2.389, -19.640, 12.121], [3.621, -21.701, 11.644], [3.911, -22.401, 9.091], [4.338, -12.380, 14.654], [5.425, -13.149, 14.446], [5.516, -13.889, 13.254], [6.678, -14.634, 13.042], [7.663, -14.570, 13.999], [7.593, -13.923, 15.187], [6.464, -13.209, 15.404], [4.760, -13.857, 12.483], [6.799, -15.231, 12.150], [8.436, -15.315, 13.883], [8.532, -13.847, 15.716], [6.404, -12.767, 16.388], [7.001, -4.727, 16.095], [6.338, -5.248, 17.174], [5.168, -5.975, 17.014], [4.590, -6.543, 18.167], [5.077, -6.084, 19.419], [6.187, -5.261, 19.598], [6.764, -4.796, 18.428], [4.729, -6.045, 16.030], [3.674, -7.114, 18.144], [4.574, -6.436, 20.308], [6.429, -5.018, 20.622], [7.565, -4.073, 18.400], [-1.975, -6.612, 19.452], [-1.920, -5.316, 19.867], [-2.521, -4.313, 19.031], [-2.513, -2.978, 19.432], [-1.897, -2.615, 20.645], [-1.448, -3.623, 21.483], [-1.411, -4.944, 21.148], [-2.956, -4.497, 18.059], [-2.696, -2.143, 18.772], [-1.961, -1.607, 21.027], [-1.056, -3.331, 22.446], [-0.885, -5.642, 21.783], [-5.971, -17.763, 10.491], [-6.917, -18.636, 10.098], [-6.829, -19.310, 8.880], [-7.771, -20.285, 8.548], [-8.713, -20.598, 9.555], [-8.902, -19.813, 10.671], [-7.984, -18.810, 10.927], [-6.018, -19.024, 8.227], [-7.563, -20.962, 7.732], [-9.299, -21.496, 9.422], [-9.645, -20.121, 11.392], [-7.900, -18.259, 11.852], [-2.988, -10.634, 13.246], [-3.712, -9.776, 11.812], [-2.126, -12.071, 12.701], [-1.827, -9.681, 14.041], [-4.211, -11.270, 14.520]], "fmax_ha_per_bohr": 0.0647, "total_charge": 0, "lumo_ev": -0.1, "total_energy_ev": -96226.57163, "gap_ha": 0.337, "multiplicity": 1}

{"formula": "C2H4Br2", "method": "ωB97M-V/def2-TZVPD", "elements": ["Br", "C", "C", "Br", "H", "H", "H", "H"], "positions_angstrom": [[-1.255, 13.866, -15.779], [-1.905, 15.224, -14.489], [-0.856, 16.308, -14.400], [-1.363, 17.524, -12.957], [-2.021, 14.724, -13.534], [-2.854, 15.551, -14.893], [-0.806, 16.881, -15.317], [0.097, 15.917, -14.071]], "fmax_ha_per_bohr": 0.0149, "total_charge": 0, "lumo_ev": 0.6, "total_energy_ev": -142223.94129, "gap_ha": 0.407, "multiplicity": 1}

{"formula": "C60H47Br3N3O3PTeTi", "method": "ωB97M-V/def2-TZVPD", "elements": ["Ti", "Br", "C", "C", "C", "C", "C", "C", "N", "C", "C", "C", "C", "C", "C", "N", "H", "H", "H", "H", "H", "H", "H", "H", "H", "C", "C", "C", "C", "C", "O", "C", "C", "C", "C", "C", "C", "C", "O", "C", "C", "C", "N", "C", "C", "Te", "C", "C", "C", "C", "C", "C", "C", "C", "C", "C", "C", "C", "H", "H", "H", "H", "H", "H", "H", "H", "H", "H", "H", "H", "H", "H", "H", "H", "H", "H", "H", "H", "H", "H", "H", "H", "O", "C", "C", "C", "C", "C", "C", "C", "P", "C", "C", "C", "C", "C", "C", "C", "C", "C", "C", "C", "C", "H", "H", "H", "H", "H", "H", "H", "H", "H", "H", "H", "H", "H", "H", "Br", "Br"], "positions_angstrom": [[-0.200, -0.043, -0.055], [-5.393, 5.174, 0.072], [-4.024, 3.971, -0.470], [-2.786, 4.466, -0.840], [-1.783, 3.572, -1.192], [-2.004, 2.200, -1.151], [-3.265, 1.729, -0.801], [-4.279, 2.607, -0.461], [-0.945, 1.302, -1.437], [-0.371, 1.563, -2.627], [0.955, 1.309, -3.048], [1.346, 1.694, -4.356], [2.667, 1.621, -4.713], [3.605, 1.175, -3.775], [3.135, 0.776, -2.534], [1.857, 0.795, -2.180], [-2.587, 5.529, -0.817], [-0.790, 3.931, -1.431], [-3.425, 0.664, -0.759], [-5.253, 2.232, -0.172], [-0.984, 2.102, -3.348], [0.597, 2.063, -5.045], [2.980, 1.919, -5.707], [4.661, 1.119, -3.999], [3.828, 0.404, -1.785], [-5.804, -1.692, 4.371], [-4.782, -1.419, 3.301], [-4.488, -2.352, 2.317], [-3.543, -2.102, 1.333], [-3.348, -3.184, 0.309], [-3.172, -4.329, 0.671], [-3.562, -2.869, -1.135], [-4.194, -1.699, -1.524], [-4.399, -1.424, -2.868], [-3.970, -2.333, -3.824], [-3.355, -3.518, -3.437], [-3.155, -3.787, -2.096], [-2.814, -0.904, 1.342], [-1.873, -0.728, 0.443], [-3.086, 0.055, 2.333], [-4.079, -0.223, 3.275], [-2.368, 1.351, 2.416], [-1.403, 1.691, 1.650], [-0.856, 3.038, 1.858], [0.271, 3.060, 2.879], [0.662, 5.058, 3.532], [0.451, 5.997, 1.660], [1.167, 5.580, 0.542], [0.995, 6.228, -0.674], [0.126, 7.304, -0.783], [-0.585, 7.725, 0.332], [-0.432, 7.068, 1.546], [-2.854, 2.254, 3.519], [-2.314, 2.125, 4.791], [-2.750, 2.945, 5.823], [-3.735, 3.894, 5.587], [-4.287, 4.016, 4.319], [-3.853, 3.194, 3.289], [-6.383, -2.585, 4.138], [-6.500, -0.859, 4.477], [-5.332, -1.850, 5.343], [-4.998, -3.309, 2.299], [-4.532, -1.002, -0.767], [-4.879, -0.501, -3.164], [-4.111, -2.115, -4.876], [-3.009, -4.218, -4.186], [-2.658, -4.691, -1.771], [-4.302, 0.518, 4.031], [-1.636, 3.739, 2.160], [-0.475, 3.369, 0.899], [1.190, 2.623, 2.501], [0.001, 2.532, 3.792], [1.837, 4.732, 0.596], [1.548, 5.881, -1.539], [-0.005, 7.806, -1.733], [-1.278, 8.554, 0.255], [-1.023, 7.376, 2.399], [-1.554, 1.372, 4.970], [-2.320, 2.842, 6.811], [-4.071, 4.538, 6.390], [-5.054, 4.754, 4.126], [-4.274, 3.296, 2.295], [1.216, 2.496, 0.020], [1.447, 1.317, 0.240], [2.878, 1.015, 0.721], [3.641, 2.100, 1.147], [4.947, 1.931, 1.574], [5.518, 0.664, 1.560], [4.768, -0.418, 1.129], [3.445, -0.258, 0.719], [2.403, -1.634, 0.120], [3.466, -2.418, -1.176], [3.137, -2.285, -2.522], [3.928, -2.861, -3.510], [5.054, -3.590, -3.166], [5.381, -3.754, -1.825], [4.589, -3.181, -0.844], [2.567, -2.959, 1.367], [2.053, -4.203, 1.004], [2.090, -5.269, 1.887], [2.649, -5.107, 3.148], [3.157, -3.870, 3.519], [3.110, -2.800, 2.636], [3.190, 3.084, 1.130], [5.519, 2.785, 1.914], [6.541, 0.519, 1.881], [5.220, -1.401, 1.116], [2.254, -1.732, -2.796], [3.653, -2.734, -4.549], [5.668, -4.042, -3.934], [6.247, -4.338, -1.541], [4.834, -3.357, 0.197], [1.607, -4.333, 0.024], [1.674, -6.224, 1.593], [2.677, -5.937, 3.842], [3.577, -3.729, 4.506], [3.473, -1.830, 2.948], [-0.285, -1.786, -1.909], [0.364, -0.766, 2.426]], "fmax_ha_per_bohr": 0.0153, "total_charge": -1, "s2": 0.7717, "lumo_ev": [2.1, 2.0], "total_energy_ev": -323426.21884, "gap_ha": [0.207, 0.264], "multiplicity": 2}

{"formula": "C41H32BrN6O6Tm", "method": "ωB97M-V/def2-TZVPD", "elements": ["Tm", "O", "C", "C", "C", "C", "C", "C", "C", "N", "N", "C", "O", "C", "C", "C", "C", "C", "C", "H", "H", "H", "H", "H", "H", "H", "H", "H", "H", "O", "C", "O", "C", "C", "C", "C", "C", "C", "N", "C", "C", "C", "C", "C", "C", "N", "H", "H", "H", "H", "H", "H", "H", "H", "H", "H", "C", "O", "C", "C", "C", "Br", "C", "C", "C", "O", "C", "N", "C", "C", "C", "C", "C", "C", "N", "H", "H", "H", "H", "H", "H", "H", "H", "H", "H", "H", "H"], "positions_angstrom": [[0.000, 0.000, 0.000], [0.627, -1.935, 0.548], [0.267, -2.307, 1.715], [0.367, -3.647, 2.143], [-0.021, -4.082, 3.420], [-0.524, -3.174, 4.343], [-0.641, -1.838, 3.980], [-0.263, -1.430, 2.688], [-0.495, -0.014, 2.346], [-1.321, 0.292, 1.407], [-1.459, 1.685, 1.224], [-0.978, 2.198, 0.112], [-0.291, 1.781, -0.852], [-1.344, 3.666, -0.151], [-0.767, 4.466, -1.155], [-1.193, 5.782, -1.371], [-2.203, 6.328, -0.582], [-2.784, 5.561, 0.425], [-2.357, 4.245, 0.637], [0.755, -4.375, 1.432], [0.068, -5.133, 3.669], [-0.839, -3.505, 5.325], [-1.062, -1.113, 4.667], [0.024, 0.747, 2.950], [0.013, 4.045, -1.785], [-0.737, 6.363, -2.165], [-2.542, 7.344, -0.756], [-3.577, 5.968, 1.044], [-2.831, 3.646, 1.410], [-8.048, 1.630, -0.686], [-6.891, 1.924, -0.047], [-6.920, 2.781, 0.822], [-5.597, 1.243, -0.365], [-5.506, 0.250, -1.355], [-4.287, -0.372, -1.635], [-3.114, -0.018, -0.929], [-3.206, 0.971, 0.056], [-4.427, 1.595, 0.337], [-1.801, -0.674, -1.216], [-1.615, -1.544, -2.052], [-0.253, -2.077, -2.199], [0.063, -3.132, -3.187], [1.322, -3.583, -3.281], [2.368, -3.016, -2.394], [2.030, -2.058, -1.512], [0.615, -1.602, -1.460], [-8.137, 0.972, -1.385], [-6.363, -0.066, -1.929], [-4.293, -1.124, -2.406], [-2.324, 1.263, 0.613], [-4.454, 2.355, 1.107], [-2.386, -1.948, -2.692], [-0.715, -3.537, -3.829], [1.574, -4.357, -3.999], [3.390, -3.374, -2.461], [2.785, -1.632, -0.856], [0.102, 3.106, 0.996], [0.755, 1.881, 0.699], [2.132, 1.800, 0.893], [2.887, 2.866, 1.387], [4.268, 2.731, 1.537], [5.275, 4.194, 2.198], [4.927, 1.543, 1.209], [4.211, 0.441, 0.723], [2.817, 0.584, 0.575], [2.083, -0.463, 0.115], [4.877, -0.829, 0.377], [4.276, -1.926, -0.059], [5.264, -2.861, -0.246], [5.175, -4.188, -0.690], [6.352, -4.942, -0.790], [7.589, -4.385, -0.456], [7.696, -3.062, -0.014], [6.506, -2.336, 0.077], [6.236, -1.049, 0.463], [0.532, 3.940, 0.433], [0.118, 3.302, 2.073], [-0.944, 3.009, 0.689], [2.427, 3.808, 1.661], [6.003, 1.498, 1.346], [2.395, -1.281, -0.108], [4.212, -4.615, -0.947], [6.298, -5.973, -1.131], [8.488, -4.993, -0.542], [8.657, -2.630, 0.245], [6.927, -0.381, 0.762], [0.564, 0.761, -1.767]], "fmax_ha_per_bohr": 0.2470, "total_charge": 0, "s2": 2.0042, "lumo_ev": [-0.5, -0.5], "total_energy_ev": -163807.49339, "gap_ha": [0.182, 0.187], "multiplicity": 3}

{"formula": "C3H5N3", "method": "ωB97M-V/def2-TZVPD", "elements": ["C", "C", "C", "N", "N", "N", "H", "H", "H", "H", "H"], "positions_angstrom": [[-0.925, -1.046, 0.353], [-0.174, 0.023, 0.031], [-0.260, 1.432, 0.084], [0.782, 2.091, -0.436], [0.149, -1.859, 0.235], [0.906, -0.792, -0.366], [-1.872, -1.121, 0.794], [-1.118, 1.940, 0.256], [0.453, 2.979, -0.600], [0.187, -2.832, -0.271], [1.872, -0.815, -0.080]], "fmax_ha_per_bohr": 0.1253, "total_charge": 0, "lumo_ev": 0.8, "total_energy_ev": -7658.32693, "gap_ha": 0.328, "multiplicity": 1}

{"formula": "BH18NiO7", "method": "ωB97M-V/def2-TZVPD", "elements": ["Ni", "B", "H", "H", "H", "H", "O", "H", "H", "O", "H", "H", "O", "H", "H", "O", "H", "H", "O", "H", "H", "O", "H", "H", "O", "H", "H"], "positions_angstrom": [[0.782, -0.047, 1.853], [-0.465, 0.655, -0.689], [0.210, 1.446, -0.399], [-1.301, 0.677, -0.007], [-0.763, 0.756, -1.722], [0.100, -0.260, -0.608], [3.405, 1.484, 1.689], [3.642, 2.264, 2.191], [4.196, 1.267, 1.195], [-3.933, 1.790, -2.174], [-3.855, 1.429, -3.058], [-3.107, 1.562, -1.748], [-2.599, -2.086, -2.172], [-1.907, -1.445, -2.012], [-2.157, -2.934, -2.124], [2.432, -2.507, 1.225], [2.194, -3.161, 0.567], [3.163, -2.900, 1.701], [2.156, 0.690, -3.969], [1.591, 0.833, -3.209], [2.950, 0.297, -3.607], [-1.244, -2.047, 2.289], [-1.991, -2.169, 1.702], [-1.028, -2.930, 2.589], [-0.568, 2.219, 3.307], [-0.555, 3.172, 3.394], [-1.344, 1.943, 3.795]], "fmax_ha_per_bohr": 0.1067, "total_charge": 1, "s2": 2.0139, "lumo_ev": [-6.0, -8.7], "total_energy_ev": -56330.18121, "gap_ha": [0.263, 0.163], "multiplicity": 3}

{"formula": "CH5O3", "method": "ωB97M-V/def2-TZVPD", "elements": ["O", "H", "H", "H", "O", "C", "O", "H", "H"], "positions_angstrom": [[0.610, 0.005, 1.553], [1.185, -0.618, 2.073], [0.029, 0.005, 2.343], [-0.039, -0.819, 0.429], [-0.534, -1.049, -0.531], [-0.570, -0.046, -1.290], [-0.122, 1.068, -0.811], [-0.862, -0.278, -2.326], [0.302, 1.731, -1.440]], "fmax_ha_per_bohr": 0.0593, "total_charge": 1, "lumo_ev": -4.9, "total_energy_ev": -7252.59495, "gap_ha": 0.471, "multiplicity": 1}

{"formula": "C5H44O16", "method": "ωB97M-V/def2-TZVPD", "elements": ["C", "C", "C", "C", "C", "H", "H", "H", "H", "H", "H", "H", "H", "H", "H", "H", "H", "H", "H", "O", "H", "H", "O", "H", "H", "O", "H", "H", "O", "H", "H", "O", "H", "H", "O", "H", "H", "O", "H", "H", "O", "H", "H", "O", "H", "H", "O", "H", "H", "O", "H", "H", "O", "H", "H", "O", "H", "H", "O", "H", "H", "O", "H", "H", "O"], "positions_angstrom": [[0.593, 0.382, -0.422], [-0.163, -0.792, 0.264], [-0.582, -1.803, -0.747], [-1.384, -1.325, -2.004], [2.114, 0.166, -0.269], [0.637, 0.267, -1.556], [0.268, 1.322, 0.122], [-1.121, -0.583, 0.588], [0.345, -1.206, 1.122], [-1.203, -2.637, -0.383], [0.304, -2.345, -1.145], [-1.658, -2.287, -2.637], [-2.436, -0.887, -1.543], [-0.834, -0.439, -2.506], [2.801, 1.060, -0.529], [2.433, 0.010, 0.760], [2.556, -0.717, -0.775], [2.688, -1.707, -3.231], [1.493, -0.972, -2.762], [1.762, -1.490, -3.491], [3.183, -2.691, -0.249], [4.335, -2.261, -1.269], [3.441, -2.641, -1.266], [2.583, -2.163, 1.928], [1.545, -2.488, 1.055], [2.447, -2.649, 1.140], [-1.873, 2.456, 1.280], [-2.904, 1.469, 1.407], [-2.791, 2.310, 1.114], [1.424, -1.491, 4.037], [1.317, -0.771, 2.707], [0.834, -1.229, 3.365], [1.307, -3.934, -2.542], [0.042, -3.370, -3.239], [0.483, -4.247, -2.979], [-1.005, -1.440, 3.204], [-1.835, -0.865, 4.149], [-1.913, -1.367, 3.406], [-4.613, -1.404, 1.572], [-4.406, -0.526, 2.762], [-4.610, -0.420, 1.818], [2.368, 1.006, 2.482], [3.891, 0.445, 3.077], [3.010, 0.231, 2.588], [-0.202, 3.791, 0.352], [-1.165, 4.200, 1.541], [-0.444, 3.606, 1.255], [-1.485, 2.762, -3.096], [-0.608, 2.103, -4.188], [-0.825, 2.937, -3.760], [-2.631, 2.136, -0.609], [-2.959, 1.138, -1.788], [-2.313, 1.777, -1.488], [0.680, 2.020, 3.748], [0.706, 2.722, 2.243], [1.217, 2.216, 2.913], [2.070, 3.030, -3.104], [1.072, 2.226, -2.318], [1.747, 2.779, -2.235], [-3.065, -3.497, 1.234], [-3.328, -2.604, 2.448], [-3.684, -3.174, 1.761], [0.850, 4.534, -1.992], [-0.598, 4.583, -1.922], [0.092, 4.742, -1.399]], "fmax_ha_per_bohr": 0.1282, "total_charge": 0, "lumo_ev": -0.2, "total_energy_ev": -38657.05611, "gap_ha": 0.379, "multiplicity": 1}

{"formula": "C6H16BrO2", "method": "ωB97M-V/def2-TZVPD", "elements": ["Br", "C", "C", "C", "O", "H", "H", "H", "H", "H", "H", "H", "H", "C", "C", "C", "O", "H", "H", "H", "H", "H", "H", "H", "H"], "positions_angstrom": [[1.206, 2.672, -2.862], [-2.984, 0.276, -0.121], [-3.382, 1.765, 0.025], [-2.524, 2.392, 1.069], [-3.143, 2.423, -1.208], [-3.487, -0.224, -0.949], [-3.199, -0.302, 0.778], [-1.916, 0.146, -0.296], [-4.418, 1.875, 0.344], [-2.744, 1.926, 2.030], [-2.730, 3.450, 1.231], [-1.464, 2.256, 0.852], [-2.295, 2.081, -1.500], [2.449, -0.910, 0.917], [3.013, -1.522, -0.324], [3.145, -3.000, -0.089], [2.069, -1.386, -1.290], [3.227, -0.958, 1.679], [1.497, -1.384, 1.157], [2.276, 0.153, 0.752], [3.918, -1.055, -0.713], [3.737, -3.182, 0.808], [3.646, -3.486, -0.927], [2.217, -3.550, 0.064], [1.887, -0.454, -1.427]], "fmax_ha_per_bohr": 0.0589, "total_charge": -1, "lumo_ev": 3.2, "total_energy_ev": -80621.00213, "gap_ha": 0.259, "multiplicity": 1}

Look up the multiplicity of the sixth one. 3